#1
Formula: C7H14N2Si
Source: the OMol25 dataset
Level of theory: the ωB97M-V functional and the def2-TZVPD basis

ORCA input file:
```
! RIJCOSX wB97M-V def2-TZVPD def2/J DEFGRID3
* xyz 0 1
C 2.050 -2.749 2.005
C 0.943 -2.554 1.222
C 2.001 -0.687 1.220
C -1.680 1.095 -1.738
C -1.688 0.971 0.729
C 0.304 2.035 -0.693
C -0.807 0.926 -0.575
N 2.687 -1.476 2.011
N 0.963 -1.345 0.631
Si -0.027 -0.798 -0.712
H 2.400 -3.525 2.663
H 0.478 -3.393 0.706
H 2.353 0.334 1.047
H -1.194 1.484 -2.687
H -2.233 0.151 -1.965
H -2.507 1.832 -1.651
H -2.271 1.920 0.704
H -1.144 0.743 1.618
H -2.356 0.251 0.590
H 0.720 2.045 0.273
H 1.068 1.730 -1.347
H 0.084 3.098 -1.025
H -1.212 -1.580 -0.572
H 1.068 -0.507 -2.455
*
```

Calculated values
E_LUMO: 0.00896 hartree
orbital gap: 9.3 eV
molar mass: 154.29 g/mol

***

#2
Formula: C7H14N2Si
Source: the OMol25 dataset
Level of theory: the ωB97M-V functional and the def2-TZVPD basis

ORCA input file:
```
! RIJCOSX wB97M-V def2-TZVPD def2/J DEFGRID3
* xyz 0 1
C -3.365 0.732 -0.481
C -3.077 1.003 0.794
C -2.293 -0.961 0.234
C 1.689 -1.542 -1.488
C 2.575 1.293 -0.647
C 1.433 -0.901 1.641
C 1.034 1.390 -0.654
N -2.927 -0.500 -0.772
N -2.285 -0.031 1.195
Si 1.691 -0.240 -0.088
H -4.113 1.249 -1.029
H -3.324 1.786 1.541
H 0.785 -2.210 -1.433
H 1.851 -1.041 -2.492
H 2.578 -2.183 -1.393
H 3.050 2.230 -0.236
H 3.004 1.052 -1.604
H -1.785 -1.919 0.366
H 2.301 -1.042 2.234
H 0.844 -0.185 2.204
H 0.780 -1.748 1.823
H 0.606 1.326 -1.633
H 0.780 2.365 -0.184
H -1.832 0.077 2.103
*
```

Calculated values
E_LUMO: 0.02511 hartree
orbital gap: 9.4 eV
molar mass: 154.29 g/mol
structure (SMILES): C[Si]1(C)CC1.c1c[nH]cn1

***

Of them, the most stable is #2 and the least stable is #1.

***

#1
Formula: C7H16N2O
Source: the OMol25 dataset
Level of theory: the ωB97M-V functional and the def2-TZVPD basis

ORCA input file:
```
! RIJCOSX wB97M-V def2-TZVPD def2/J DEFGRID3
* xyz 0 1
C -0.887 -0.774 -0.955
C -1.821 0.312 1.615
C -0.771 -2.118 -0.286
C -2.208 1.531 1.071
O -0.478 -0.915 -2.297
H -0.662 -0.092 -2.767
H -1.894 -0.354 -0.925
H -2.423 -0.576 1.507
H -0.901 0.223 2.170
H 0.114 -2.216 0.341
H -1.627 -2.348 0.345
H -0.693 -2.950 -0.991
H -3.226 1.608 0.698
H -1.894 2.425 1.609
H -1.218 1.846 0.069
C 1.727 -0.017 -0.374
C 2.142 0.085 1.092
N 2.726 0.612 -1.232
C 0.344 0.584 -0.551
N -0.022 1.742 -0.598
H 1.705 -1.069 -0.662
H 2.791 1.605 -1.020
H 2.440 0.530 -2.204
H 1.426 -0.435 1.728
H 2.185 1.132 1.398
H 3.125 -0.370 1.217
*
```

Calculated values
E_LUMO (spin up / spin down): -0.00739 / -0.00728 hartree
orbital gap (spin up / spin down): 7.4 / 7.4 eV
molar mass: 144.22 g/mol

***

#2
Formula: C7H16N2O
Source: the OMol25 dataset
Level of theory: the ωB97M-V functional and the def2-TZVPD basis

ORCA input file:
```
! RIJCOSX wB97M-V def2-TZVPD def2/J DEFGRID3
* xyz 0 1
C 1.959 0.121 -0.583
C 2.456 1.385 0.103
C 1.441 -1.019 0.353
O 1.503 -2.198 0.097
H 1.247 -0.662 1.380
H 2.772 -0.335 -1.153
H 1.180 0.351 -1.315
H 2.645 2.163 -0.634
H 3.385 1.186 0.637
H 1.738 1.764 0.827
C -1.479 -1.592 0.936
C -1.378 1.295 1.102
N -0.857 -0.797 -0.113
C -1.108 0.588 -0.196
N -0.802 -1.450 -1.363
C -1.225 1.220 -1.370
H -1.710 -1.848 -1.603
H -0.110 -2.197 -1.294
H -0.967 -2.556 0.966
H -2.547 -1.751 0.742
H -1.358 -1.116 1.905
H -1.400 2.367 0.928
H -0.602 1.081 1.836
H -2.339 0.999 1.522
H -1.056 0.717 -2.305
H -1.387 2.282 -1.404
*
```

Calculated values
E_LUMO: 0.03311 hartree
orbital gap: 9.1 eV
molar mass: 144.22 g/mol
structure (SMILES): C=C(C)N(C)N.CCC=O

***

#3
Formula: C7H16N2O
Source: the OMol25 dataset
Level of theory: the ωB97M-V functional and the def2-TZVPD basis

ORCA input file:
```
! RIJCOSX wB97M-V def2-TZVPD def2/J DEFGRID3
* xyz 0 1
C 0.705 0.673 1.167
C 0.247 -1.458 -1.966
C -0.739 0.679 -2.510
C 1.184 0.027 2.451
C 1.821 0.824 0.165
N -0.309 -0.217 -1.452
C -0.981 -0.350 0.861
N -1.883 -0.797 1.806
C -1.289 -0.401 -0.448
O 0.063 1.879 1.312
H -0.738 1.645 1.830
H -1.970 -0.259 2.652
H -2.763 -1.182 1.483
H -2.287 -0.707 -0.791
H -0.483 -2.040 -2.551
H 1.110 -1.233 -2.595
H -1.551 0.252 -3.120
H 0.105 0.893 -3.168
H -1.084 1.613 -2.069
H 0.578 -2.072 -1.129
H 2.045 0.587 2.836
H 2.651 1.367 0.630
H 1.503 -0.993 2.260
H 0.398 -0.004 3.199
H 1.504 1.426 -0.681
H 2.163 -0.152 -0.170
*
```

Calculated values
E_LUMO: 0.02930 hartree
orbital gap: 8.4 eV
molar mass: 144.22 g/mol

***

Of them, the most stable is #2 and the least stable is #1.

***

#1
Formula: C5H11N2O2
Source: the OMol25 dataset
Level of theory: the ωB97M-V functional and the def2-TZVPD basis

ORCA input file:
```
! RIJCOSX wB97M-V def2-TZVPD def2/J DEFGRID3
* xyz 1 1
C 0.684 -1.019 -3.245
C -0.695 0.446 2.549
C 0.136 1.708 2.378
C -0.185 -0.277 1.370
C 0.104 1.806 0.902
N -0.010 0.666 0.357
N 0.307 -0.767 -2.065
O 0.201 -1.990 -3.970
O -0.587 -1.758 -1.478
H 1.382 -0.232 -3.718
H -0.722 0.002 3.595
H -1.748 0.675 2.357
H -0.318 2.565 2.938
H 1.196 1.390 2.577
H 0.820 -0.722 1.640
H -0.700 -1.264 0.995
H 0.233 2.791 0.284
H -0.185 0.434 -0.636
H 0.664 -1.879 -4.808
H -0.576 -2.578 -2.023
*
```

Calculated values
E_LUMO: -0.14072 hartree
orbital gap: 9.6 eV
molar mass: 131.16 g/mol

***

#2
Formula: C5H11N2O2
Source: the OMol25 dataset
Level of theory: the ωB97M-V functional and the def2-TZVPD basis

ORCA input file:
```
! RIJCOSX wB97M-V def2-TZVPD def2/J DEFGRID3
* xyz 1 1
C 0.548 0.446 0.249
C -0.094 -1.789 -0.063
C 1.685 2.423 0.411
C -0.740 2.545 0.638
C -1.088 -3.734 -1.070
N 0.464 1.674 0.582
N -0.436 -0.449 0.245
O 1.031 -2.155 0.018
O -1.143 -2.405 -0.523
H 1.498 0.041 0.386
H 2.476 1.941 1.035
H 2.071 2.342 -0.586
H 1.545 3.475 0.725
H -0.709 3.275 1.508
H -0.710 2.941 -0.427
H -1.674 1.954 0.504
H -0.091 -3.959 -1.464
H -1.885 -3.753 -1.881
H -1.276 -4.485 -0.320
H -1.474 -0.328 0.033
*
```

Calculated values
E_LUMO: -0.14863 hartree
orbital gap: 10.9 eV
molar mass: 131.16 g/mol
structure (SMILES): COC(=O)/[NH+]=C/N(C)C

***

Of them, the most stable is #2 and the least stable is #1.

***

#1
Formula: C3H4N2O2S2
Source: the OMol25 dataset
Level of theory: the ωB97M-V functional and the def2-TZVPD basis

ORCA input file:
```
! RIJCOSX wB97M-V def2-TZVPD def2/J DEFGRID3
* xyz 0 1
C -3.278 2.138 0.396
C -4.002 -1.230 0.003
C 0.109 0.352 0.588
N -3.833 1.133 0.007
N -3.992 -0.116 0.429
O -2.943 3.236 0.610
O -1.687 -0.634 -1.031
S -4.329 -2.739 -0.111
S -0.603 -1.221 0.079
H 0.639 0.011 1.483
H -0.625 1.129 1.085
H 0.813 0.856 -0.177
H -1.255 -0.727 -1.945
*
```

Calculated values
E_LUMO: 0.00748 hartree
orbital gap: 9.3 eV
molar mass: 164.21 g/mol

***

#2
Formula: C3H4N2O2S2
Source: the OMol25 dataset
Level of theory: the ωB97M-V functional and the def2-TZVPD basis

ORCA input file:
```
! RIJCOSX wB97M-V def2-TZVPD def2/J DEFGRID3
* xyz 0 1
C -1.980 0.840 -0.092
C -2.565 -2.478 -0.666
C 2.567 -0.036 0.535
N -2.712 -0.152 0.217
N -2.567 -1.388 -0.217
O 0.287 1.957 -0.427
O 0.042 -0.528 -0.166
S -0.426 0.867 -1.083
S 1.551 -1.234 -0.490
H -2.132 1.847 0.197
H 3.446 -0.059 0.024
H 2.673 -0.405 1.531
H 1.815 0.771 0.638
*
```

Calculated values
E_LUMO: -0.03972 hartree
orbital gap: 8.1 eV
molar mass: 164.21 g/mol

***

Of them, the most stable is #1 and the least stable is #2.

***

#1
Formula: C4H12N2O2
Source: the OMol25 dataset
Level of theory: the ωB97M-V functional and the def2-TZVPD basis

ORCA input file:
```
! RIJCOSX wB97M-V def2-TZVPD def2/J DEFGRID3
* xyz 1 2
C 0.410 2.645 0.639
N -0.061 1.774 -0.342
C 0.796 0.984 -1.231
C 1.133 -0.408 -0.654
N -0.169 -1.171 -0.714
C -0.197 -2.507 0.737
O 1.586 2.967 0.794
H -0.362 3.126 1.276
H -1.084 1.598 -0.264
H 0.235 0.734 -2.123
H 1.607 1.702 -1.465
H 1.390 0.011 0.440
H 2.018 -0.901 -1.094
H -0.213 -2.374 -0.453
H 0.603 -3.262 0.749
H 0.188 -1.732 1.460
H -1.189 -2.652 0.995
H -3.030 -0.219 0.698
H -1.531 -0.466 -0.027
O -2.130 0.153 0.581
*
```

Calculated values
<S²>: 0.757
E_LUMO (spin up / spin down): -0.25389 / -0.32099 hartree
orbital gap (spin up / spin down): 6.3 / 4.5 eV
molar mass: 120.15 g/mol

***

#2
Formula: C4H12N2O2
Source: the OMol25 dataset
Level of theory: the ωB97M-V functional and the def2-TZVPD basis

ORCA input file:
```
! RIJCOSX wB97M-V def2-TZVPD def2/J DEFGRID3
* xyz 1 2
N 0.390 -1.509 0.957
C -0.678 -0.711 0.534
C -0.893 0.556 1.461
C 0.194 1.558 1.318
O 0.712 1.966 2.323
C -0.526 -0.419 -0.944
N -1.569 0.568 -1.301
H 1.205 -1.588 0.348
H 0.490 -1.682 1.957
H -1.655 -1.286 0.671
H -0.909 0.281 2.513
H -1.906 0.939 1.206
H 0.515 1.921 0.325
H 0.410 0.145 -1.140
H -0.473 -1.238 -1.661
H -2.482 0.141 -1.117
H -1.622 0.692 -2.307
H 3.314 0.534 -1.615
H 2.960 -0.869 -1.744
O 2.524 0.002 -1.785
*
```

Calculated values
<S²>: 0.757
E_LUMO (spin up / spin down): -0.11972 / -0.30895 hartree
orbital gap (spin up / spin down): 10.7 / 5.5 eV
molar mass: 120.15 g/mol

***

Of them, the most stable is #2 and the least stable is #1.